[1]
17
Properties=species:S:1:pos:R:3:nbo_charge:R:1 method="wB97M-V/def2-TZVPD" e_above_lowest_kcal_mol=146.60 gap_ev="6.790 / 7.347" largest_force_ha_per_bohr=0.0675 e_tot_ha=-397.1170
H 2.4689 0.7642 1.5246 0.37
N 1.6744 0.1577 1.3375 -0.78
C 1.2408 0.2936 0.1546 0.70
N 1.8682 0.9433 -0.8720 -0.87
N -0.4381 0.3958 -0.1553 -0.47
C -1.3794 1.1148 0.6898 -0.42
C -0.6794 -0.9020 -0.4435 0.60
C -1.5287 -1.8372 -0.0055 -0.84
O 0.5926 -1.3824 -0.9379 -0.72
H 2.8331 1.1931 -0.7125 0.41
H 1.3199 0.9612 -1.7204 0.40
H -1.0014 2.1262 0.8674 0.21
H -2.3494 1.2133 0.1857 0.22
H -1.5363 0.6183 1.6554 0.22
H -2.4246 -2.1145 -0.5462 0.24
H -1.3293 -2.5009 0.8259 0.25
H 0.6687 -1.0445 -1.8473 0.48

***

[2]
94
Properties=species:S:1:pos:R:3:lowdin_charge:R:1 method="wB97M-V/def2-TZVPD" total_charge=+1 gap_ev=6.743 largest_force_ha_per_bohr=0.0437 e_tot_ha=-2890.5629
N 6.5816 -1.9558 -1.4417 -0.18
P 5.5810 -3.1060 -0.7124 0.71
O 6.3490 -4.4855 -0.9157 -0.28
S 3.8906 -3.0619 -2.2188 0.43
S 2.2956 -3.8760 -1.2250 0.49
H 6.2067 -1.5492 -2.2905 0.04
H 7.4600 -2.3935 -1.7024 0.06
H 6.4450 -4.7937 -1.8328 0.08
H 4.2222 -3.9315 -3.2283 -0.07
H 1.3609 -3.1910 -1.8890 -0.14
C 1.7285 -0.9305 -5.1124 -0.12
O 1.9375 -2.2954 -4.6987 -0.16
H 1.3127 -0.9485 -6.1119 0.08
H 1.0282 -0.4263 -4.4449 0.08
H 2.6695 -0.3819 -5.1364 0.08
H 2.3094 -2.2898 -3.8147 -0.06
C 4.1504 -1.9805 3.4256 -0.12
O 4.2862 -1.9597 1.9958 -0.19
H 5.0303 -1.5210 3.8638 0.08
H 3.2671 -1.4169 3.7230 0.08
H 4.0631 -3.0083 3.7753 0.07
H 3.4871 -2.3673 1.6484 0.04
C -0.9624 -3.7151 1.5579 -0.12
O -0.5558 -2.5904 0.7546 -0.14
H -1.9625 -3.5012 1.9189 0.09
H -0.9901 -4.6334 0.9664 0.08
H -0.2964 -3.8490 2.4130 0.06
H 0.3327 -2.7593 0.4345 0.01
C 4.0568 -6.4987 -5.2158 -0.10
O 3.7857 -5.3671 -4.3687 -0.20
H 5.0508 -6.8558 -4.9707 0.08
H 3.3374 -7.2953 -5.0327 0.09
H 4.0298 -6.2103 -6.2654 0.09
H 2.9039 -5.0289 -4.5660 0.08
C -2.4288 0.1646 2.0029 -0.16
O -1.3851 -0.4116 2.7905 -0.14
H -2.8880 0.9509 2.5911 0.07
H -2.0389 0.6027 1.0820 0.08
H -3.1924 -0.5768 1.7526 0.08
H -0.9794 -1.1110 2.2678 0.02
C 1.9931 -4.5205 4.8634 -0.16
O 1.1155 -3.5354 4.3121 -0.14
H 2.4043 -5.0994 4.0379 0.08
H 2.8018 -4.0440 5.4111 0.05
H 1.4531 -5.1955 5.5301 0.08
H 0.7529 -3.0325 5.0489 0.07
C -6.0496 1.7676 1.4334 -0.15
O -4.7673 2.0868 0.9045 -0.13
H -5.9147 1.1390 2.3073 0.06
H -6.5729 2.6762 1.7315 0.05
H -6.6534 1.2266 0.6993 0.09
H -4.9178 2.6547 0.1414 0.06
C 2.4396 -1.1103 6.8078 -0.14
O 2.5667 -2.4960 7.1444 -0.14
H 2.0651 -1.0563 5.7893 0.06
H 1.7330 -0.6047 7.4686 0.08
H 3.4030 -0.5984 6.8539 0.08
H 2.8973 -2.5474 8.0462 0.08
C -6.7105 1.9808 5.0935 -0.16
O -7.7360 1.4351 4.2677 -0.13
H -5.9363 1.2252 5.1881 0.08
H -6.2718 2.8774 4.6462 0.07
H -7.0874 2.2242 6.0899 0.08
H -8.4263 2.0986 4.1793 0.07
C 0.5449 2.2068 -6.5554 -0.15
O 1.9151 1.8909 -6.7969 -0.14
H 0.3415 2.0061 -5.5068 0.07
H 0.3383 3.2599 -6.7561 0.08
H -0.1206 1.5924 -7.1677 0.08
H 2.0994 2.0780 -7.7255 0.06
C -7.7726 4.8826 0.3526 -0.14
O -6.5029 4.4994 -0.1947 -0.13
H -7.7720 4.6185 1.4057 0.07
H -7.9347 5.9526 0.2587 0.06
H -8.5860 4.3488 -0.1442 0.09
H -6.5072 4.7398 -1.1256 0.08
C 4.3566 2.1220 2.3482 -0.16
O 5.2474 1.5704 3.3135 -0.13
H 3.7954 2.9102 2.8397 0.08
H 4.9008 2.5529 1.5032 0.07
H 3.6554 1.3682 1.9777 0.07
H 5.7463 0.8712 2.8810 0.06
C 5.1393 2.7733 -9.2530 -0.15
O 3.9387 3.3725 -8.7679 -0.13
H 4.9449 2.4344 -10.2655 0.08
H 5.9603 3.4928 -9.2749 0.08
H 5.4308 1.9140 -8.6428 0.07
H 4.1027 3.6787 -7.8705 0.08
C -9.6836 8.6045 1.3880 -0.15
O -9.4746 7.2187 1.6605 -0.14
H -10.3113 8.6675 0.5047 0.08
H -10.1927 9.1015 2.2166 0.08
H -8.7399 9.1181 1.1875 0.08
H -8.9209 7.1576 2.4446 0.08

***

[3]
22
Properties=species:S:1:pos:R:3:nbo_charge:R:1 method="wB97M-V/def2-TZVPD" e_above_lowest_kcal_mol=39.78 gap_ev=11.987 smiles=CCC.CCC largest_force_ha_per_bohr=0.1470 e_tot_ha=-238.1331
C 1.4915 -1.7260 -1.9561 -0.59
C 0.3144 -0.7351 -1.6362 -0.38
C -1.0192 -1.2526 -2.2120 -0.62
H 1.7244 -1.6302 -3.0271 0.20
H 1.2497 -2.6148 -1.6648 0.19
H 2.3333 -1.3184 -1.4312 0.20
H 0.2401 -0.6019 -0.5358 0.18
H 0.4400 0.2330 -2.0702 0.19
H -1.1294 -1.1405 -3.3287 0.21
H -0.9205 -2.3779 -2.0653 0.19
H -1.7176 -0.7807 -1.5448 0.21
C -0.1666 0.6366 3.0631 -0.62
C -0.5952 0.7898 1.6393 -0.40
C -0.1151 2.1679 1.0208 -0.61
H 0.4151 -0.3013 3.2978 0.21
H 0.4976 1.4149 3.3675 0.21
H -1.0062 0.6162 3.7134 0.21
H -0.3208 0.0147 0.9610 0.20
H -1.7083 0.8912 1.6015 0.19
H 1.0333 2.2757 1.2702 0.20
H -0.5145 2.3309 0.0593 0.21
H -0.5256 3.1088 1.4783 0.20

***

[4]
158
Properties=species:S:1:pos:R:3:lowdin_charge:R:1 method="wB97M-V/def2-TZVPD" e_above_lowest_kcal_mol=0.00 gap_ev=10.595 largest_force_ha_per_bohr=0.0379 e_tot_ha=-7652.3524
C -1.4803 -2.7456 9.5425 -0.09
O -0.1134 -2.3722 9.6912 -0.20
P 0.6255 -1.4708 8.6309 0.32
O 2.0484 -1.3881 8.9274 -0.21
O 0.2287 -2.1612 7.2686 -0.21
C 0.2233 -1.4933 6.0127 -0.09
O -0.2212 -0.1298 8.5835 -0.21
C 0.3324 1.1214 9.0260 -0.07
H -1.7669 -3.4190 10.3437 0.09
H -1.6147 -3.2481 8.5835 0.08
H -2.1167 -1.8586 9.5642 0.09
H 0.4817 -2.2218 5.2464 0.08
H 0.8750 -0.6278 5.8948 0.09
H -0.8031 -1.1764 5.8186 0.09
H 0.0553 1.2971 10.0639 0.09
H -0.0849 1.8561 8.3471 0.07
H 1.4218 1.1201 8.9889 0.09
C 2.7097 3.2372 -0.8007 -0.03
O 2.6425 4.1181 0.3479 -0.23
P 3.8107 4.1429 1.3807 0.32
O 4.2191 2.8759 1.9745 -0.22
O 3.2275 5.1402 2.4695 -0.22
C 2.6763 6.3829 1.9995 -0.09
O 4.9739 4.9584 0.6722 -0.20
C 6.1911 4.2805 0.3298 -0.09
H 3.7431 2.9918 -1.0498 0.08
H 2.3643 3.8128 -1.6580 0.10
H 2.0871 2.3823 -0.5719 0.06
H 2.2521 6.3188 1.0029 0.09
H 3.4852 7.1216 1.9441 0.09
H 2.0224 6.7764 2.7739 0.08
H 6.1437 3.9149 -0.7003 0.09
H 6.3498 3.3918 0.9376 0.08
H 7.0039 4.9957 0.4080 0.09
C -2.7000 8.3819 -0.9795 -0.09
O -2.6161 6.9909 -1.2788 -0.18
P -2.0631 5.8952 -0.2940 0.35
O -0.8818 5.1733 -0.7562 -0.22
O -3.3988 5.0612 -0.0461 -0.19
C -3.3241 3.7418 0.4605 -0.11
O -1.8956 6.6623 1.0836 -0.24
C -1.3703 5.9762 2.2367 -0.07
H -3.6711 8.7769 -1.2674 0.09
H -1.9291 8.8843 -1.5668 0.09
H -2.5209 8.6330 0.0630 0.08
H -3.8722 3.0100 -0.1398 0.08
H -3.6388 3.7054 1.5024 0.09
H -2.3077 3.3379 0.3656 0.07
H -0.8589 6.7503 2.8021 0.09
H -0.6801 5.1925 1.9202 0.08
H -2.1980 5.5449 2.7965 0.08
C -6.7389 -1.0883 -2.1130 -0.08
O -5.9064 -0.7370 -1.0003 -0.20
P -4.3447 -0.5739 -1.1898 0.36
O -3.9193 0.7676 -1.5879 -0.21
O -3.8265 -1.1274 0.1990 -0.21
C -3.5481 -0.2474 1.2784 -0.08
O -4.0022 -1.7225 -2.2147 -0.21
C -2.7198 -2.4194 -2.1799 -0.03
H -6.8619 -2.1702 -2.1006 0.09
H -6.2751 -0.8072 -3.0595 0.06
H -7.6963 -0.5763 -2.0829 0.09
H -3.4395 0.7799 0.9402 0.06
H -2.6034 -0.5578 1.7330 0.08
H -4.2650 -0.3474 2.0942 0.10
H -2.8127 -3.1988 -2.9287 0.09
H -2.5560 -2.8190 -1.1849 0.07
H -1.9492 -1.7148 -2.4767 0.07
C -1.6494 -5.7829 -7.6005 -0.08
O -0.5283 -5.0423 -7.0938 -0.21
P -0.4009 -4.7292 -5.5369 0.32
O 0.9924 -4.4978 -5.1737 -0.22
O -1.3253 -3.4595 -5.3205 -0.22
C -1.0829 -2.3213 -6.1501 -0.09
O -1.2040 -5.8167 -4.7568 -0.21
C -0.6367 -7.0545 -4.3357 -0.07
H -2.5107 -5.1156 -7.7018 0.09
H -1.9040 -6.6327 -6.9768 0.08
H -1.3822 -6.0483 -8.6205 0.09
H -1.8704 -2.1662 -6.8911 0.09
H -0.1512 -2.4185 -6.7055 0.09
H -1.0781 -1.4629 -5.4810 0.08
H -0.7278 -7.8324 -5.0906 0.09
H -1.1435 -7.3478 -3.4191 0.09
H 0.4092 -6.9199 -4.0545 0.09
C 1.8264 -4.4813 0.5842 -0.07
O 0.5884 -4.0816 1.1705 -0.21
P -0.7008 -4.8868 0.8319 0.31
O -0.9913 -5.1247 -0.5824 -0.22
O -0.5415 -6.2120 1.6966 -0.19
C -0.4400 -7.5027 1.1428 -0.12
O -1.7349 -4.1021 1.6715 -0.20
C -3.1514 -4.2088 1.6546 -0.06
H 2.5000 -4.8545 1.3521 0.10
H 2.3116 -3.5945 0.1689 0.07
H 1.6640 -5.1437 -0.2662 0.09
H -0.2767 -7.4786 0.0652 0.08
H -1.2502 -8.1896 1.3927 0.09
H 0.4382 -7.9910 1.5838 0.09
H -3.6040 -3.2255 1.7207 0.08
H -3.4522 -4.8116 2.5126 0.09
H -3.4588 -4.7285 0.7455 0.09
C 0.5697 -0.8340 2.1408 -0.08
O -0.1974 -0.9056 0.9449 -0.19
P 0.4837 -0.6832 -0.4558 0.33
O 1.7806 -0.0104 -0.3837 -0.21
O 0.5714 -2.1349 -1.0414 -0.22
C 0.9890 -2.3384 -2.3943 -0.07
O -0.6793 -0.0564 -1.3157 -0.19
C -0.9488 1.3147 -0.9645 -0.08
H 1.6467 -0.8680 1.9666 0.09
H 0.2468 -1.6167 2.8202 0.08
H 0.4638 0.1379 2.6297 0.08
H 0.1574 -2.6907 -2.9980 0.07
H 1.8268 -3.0284 -2.3584 0.08
H 1.3478 -1.4201 -2.8689 0.09
H -0.1946 1.7225 -0.2870 0.08
H -1.8741 1.2605 -0.3987 0.04
H -1.1223 2.0589 -1.7376 0.09
C 8.1611 -0.0772 -0.9740 -0.11
O 7.3270 0.6964 -1.8275 -0.19
P 6.2336 -0.0287 -2.7073 0.35
O 5.2341 0.8792 -3.2536 -0.22
O 7.0529 -0.8539 -3.7994 -0.20
C 6.9299 -0.5414 -5.1840 -0.10
O 5.6945 -1.1979 -1.8001 -0.20
C 4.3912 -1.7084 -1.8950 -0.11
H 9.1701 -0.1655 -1.3846 0.09
H 7.8811 -1.1294 -0.8732 0.08
H 8.1898 0.3078 0.0417 0.09
H 6.3437 -1.2920 -5.7089 0.09
H 7.9195 -0.4457 -5.6292 0.09
H 6.4507 0.4283 -5.3272 0.08
H 4.3417 -2.7401 -2.2560 0.09
H 3.7280 -1.1390 -2.5505 0.08
H 3.8688 -1.6983 -0.9356 0.08
C 1.1302 3.7050 4.4499 -0.15
C 0.6702 3.6427 5.8998 -0.15
O -0.1261 2.4608 5.9231 -0.20
S -1.0504 2.4525 4.6299 0.58
O -2.0996 3.3965 4.7102 -0.21
O -1.3700 1.1452 4.2220 -0.21
O 0.1228 3.0253 3.6924 -0.19
H 2.1472 3.3887 4.2262 0.13
H 1.0870 4.7361 4.0892 0.11
H 0.0904 4.5400 6.1307 0.13
H 1.4680 3.6126 6.6351 0.14
C -2.8125 1.3989 -6.1571 -0.14
C -2.8276 1.7496 -4.6621 -0.16
O -3.9521 2.6201 -4.5103 -0.18
S -5.1230 2.0356 -5.3991 0.59
O -6.0269 3.0266 -5.8151 -0.20
O -5.6356 0.8189 -4.8790 -0.22
O -4.1249 1.7401 -6.6318 -0.19
H -2.5541 0.3569 -6.3279 0.11
H -2.1448 2.0352 -6.7380 0.13
H -2.0024 2.2675 -4.1846 0.13
H -2.9859 0.8273 -4.0947 0.11